i) Formula: C3H7NOS2
Source: the OMol25 dataset
Level of theory: the ωB97M-V functional and the def2-TZVPD basis

Computed properties:
- LUMO energy (hartree) = 0.01047
- HOMO level (eV) = -9.04
- structure (SMILES) = NC(=O)CCSS
- net charge = 0

The geometry in XYZ format:
```
14
Properties=species:S:1:pos:R:3:lowdin_charge:R:1
N 0.110 2.259 0.541 0.0791
C -0.688 1.188 0.156 -0.4681
O -1.794 0.904 0.661 0.0278
C 0.423 0.197 -0.404 -0.2903
C 0.433 -0.909 0.528 -0.5894
S 1.023 -2.302 -0.489 0.4515
S -0.782 -2.906 -1.426 0.3302
H -0.455 2.628 1.369 0.1263
H 1.137 2.087 0.868 0.1486
H -0.074 -0.115 -1.278 0.0529
H 1.273 0.805 -0.652 0.1046
H -0.663 -0.987 0.861 0.1010
H 1.030 -0.986 1.537 0.1211
H -0.971 -1.862 -2.272 -0.1954
```

=====

ii) Formula: C3H7NOS2
Source: the OMol25 dataset
Level of theory: the ωB97M-V functional and the def2-TZVPD basis

Computed properties:
- LUMO energy (hartree) = 0.01549
- HOMO level (eV) = -8.51
- structure (SMILES) = CSCONC=S
- net charge = 0

The geometry in XYZ format:
```
14
Properties=species:S:1:pos:R:3:lowdin_charge:R:1
C 0.995 -0.722 -1.789 -0.3731
S -0.481 0.478 -2.111 0.7356
C -0.574 1.256 -0.435 -0.5476
O -1.477 0.699 0.473 -0.1614
N -1.069 -0.360 1.185 -0.1001
C -0.174 -0.432 2.155 -0.6345
S 1.044 0.709 2.641 0.4956
H 1.726 0.064 -1.331 0.0528
H 1.282 -0.933 -2.914 0.0491
H 0.605 -1.648 -1.195 0.0508
H 0.442 1.228 0.104 0.0385
H -0.746 2.431 -0.429 0.1375
H -1.391 -1.293 0.967 0.1520
H -0.181 -1.477 2.679 0.1049
```

=====

Energy relative to the most stable one, in kcal/mol: i) 0.0; ii) 52.3